1.
This record from OMol25 describes a molecular structure, C49H50BN12O6Ti. The level of theory is ωB97M-V/def2-TZVPD.

Atoms and positions in Å:
Ti (0.909, -0.616, -0.675)
C (-2.688, -0.512, -4.198)
C (-1.202, -0.129, -4.182)
C (-0.842, 0.515, -5.522)
C (-0.409, -1.375, -3.914)
C (-0.371, -2.498, -4.757)
C (0.332, -3.443, -4.052)
N (0.702, -2.907, -2.882)
N (0.257, -1.628, -2.780)
B (1.240, -3.680, -1.674)
N (2.566, -3.049, -1.242)
C (3.596, -3.662, -0.664)
C (4.595, -2.729, -0.457)
C (4.078, -1.534, -0.963)
N (2.819, -1.728, -1.400)
C (4.826, -0.246, -1.169)
C (5.120, -0.058, -2.662)
C (6.110, -0.207, -0.346)
N (0.167, -3.642, -0.567)
C (-0.290, -4.705, 0.102)
C (-1.385, -4.312, 0.837)
C (-1.558, -2.952, 0.529)
N (-0.588, -2.548, -0.305)
C (-2.723, -2.091, 0.944)
C (-3.775, -2.910, 1.688)
C (-3.333, -1.404, -0.269)
H (-3.313, 0.375, -4.312)
H (-2.894, -1.184, -5.034)
H (-2.970, -1.029, -3.279)
H (-1.026, 0.569, -3.364)
H (-1.097, -0.154, -6.347)
H (-1.403, 1.442, -5.659)
H (0.221, 0.744, -5.606)
H (-0.814, -2.600, -5.733)
H (0.588, -4.463, -4.286)
H (1.441, -4.831, -1.963)
H (3.564, -4.722, -0.469)
H (5.577, -2.905, -0.053)
H (4.202, 0.571, -0.827)
H (5.568, -0.964, -3.076)
H (4.209, 0.145, -3.226)
H (5.818, 0.767, -2.820)
H (6.803, -0.995, -0.649)
H (6.616, 0.748, -0.491)
H (5.894, -0.326, 0.717)
H (0.175, -5.669, -0.022)
H (-2.018, -4.933, 1.448)
H (-2.368, -1.323, 1.629)
H (-4.129, -3.744, 1.077)
H (-3.387, -3.314, 2.626)
H (-4.633, -2.280, 1.926)
H (-3.793, -2.142, -0.934)
H (-4.105, -0.693, 0.037)
H (-2.563, -0.868, -0.815)
O (1.486, -3.617, 2.618)
C (2.406, -2.972, 3.381)
C (2.931, -3.588, 4.516)
C (3.852, -2.940, 5.316)
C (4.263, -1.653, 4.995)
C (3.743, -1.041, 3.871)
C (2.816, -1.676, 3.042)
C (2.318, -0.956, 1.845)
O (1.577, -1.574, 1.003)
N (2.667, 0.306, 1.701)
N (2.198, 0.723, 0.499)
C (2.462, 1.900, 0.098)
C (2.219, 2.151, -1.310)
C (2.560, 3.344, -1.928)
C (2.417, 3.455, -3.297)
C (1.962, 2.360, -4.014)
C (1.647, 1.203, -3.321)
N (1.754, 1.098, -1.999)
H (1.277, -4.465, 3.024)
H (2.603, -4.593, 4.763)
H (4.246, -3.441, 6.191)
H (4.983, -1.135, 5.615)
H (4.048, -0.040, 3.599)
H (2.964, 2.629, 0.726)
H (2.928, 4.168, -1.331)
H (2.670, 4.378, -3.802)
H (1.857, 2.390, -5.089)
H (1.316, 0.312, -3.835)
N (-4.695, 5.826, 7.121)
C (-4.147, 5.014, 6.522)
C (-3.461, 3.997, 5.773)
C (-3.604, 3.932, 4.389)
C (-2.954, 2.947, 3.670)
C (-2.137, 2.034, 4.329)
C (-1.985, 2.100, 5.709)
C (-2.652, 3.073, 6.430)
N (-1.463, 1.040, 3.589)
C (-1.126, -0.236, 4.002)
C (-0.480, -0.804, 2.951)
N (-0.400, 0.089, 1.901)
C (-0.991, 1.177, 2.316)
H (-4.238, 4.646, 3.881)
H (-3.090, 2.875, 2.599)
H (-1.329, 1.403, 6.213)
H (-2.537, 3.130, 7.504)
H (-1.415, -0.620, 4.964)
H (-0.101, -1.809, 2.854)
H (-1.049, 2.103, 1.769)
O (-0.168, 2.572, -0.117)
C (-0.939, 1.860, -0.758)
O (-0.757, 0.608, -1.019)
C (-2.237, 2.491, -1.206)
C (-3.216, 1.778, -1.875)
C (-4.417, 2.371, -2.278)
C (-4.580, 3.698, -1.978)
O (-5.643, 4.508, -2.263)
C (-5.331, 5.786, -1.707)
O (-4.020, 5.718, -1.152)
C (-3.605, 4.420, -1.311)
C (-2.426, 3.853, -0.913)
H (-3.044, 0.736, -2.082)
H (-5.182, 1.810, -2.799)
H (-6.051, 6.023, -0.920)
H (-5.356, 6.539, -2.495)
H (-1.655, 4.408, -0.399)

Summary:
HOMO level (spin up / spin down): -8.0 / -8.0 eV
Multiplicity: 2
HOMO-LUMO gap (spin up / spin down): 7.59 / 7.61 eV

Mulliken atomic charge list, values in e, 99 entries: Ti -0.102; C -1.948; C 2.889; C -1.790; C -0.852; C -1.006; C -0.884; N -0.707; N 1.570; B -0.429; N 0.650; C -0.784; C -0.825; C 0.145; N 0.101; C 2.233; C -1.443; C -2.001; N 0.710; C -1.008; C -1.272; C 0.147; N 0.273; C 2.344; C -2.315; C -1.022; H 0.453; H 0.410; H 0.347; H -0.582; H 0.352; H 0.402; H 0.358; H 0.574; H 0.506; H -0.173; H 0.577; H 0.522; H -0.685; H 0.347; H 0.161; H 0.414; H 0.407; H 0.433; H 0.350; H 0.575; H 0.601; H -0.653; H 0.438; H 0.408; H 0.470; H 0.348; H 0.435; H -0.537; O -0.172; C 0.721; C -1.169; C -0.577; C -0.937; C -0.780; C -0.429; C 0.694; O 1.208; N -1.965; N 2.092; C -1.083; C 1.069; C -1.320; C -0.920; C -1.303; C -1.340; N 1.289; H 0.334; H 0.435; H 0.407; H 0.438; H 0.478; H 0.388; H 0.577; H 0.448; H 0.560; H 1.369; N -0.521; C 0.024; C 0.567; C -0.985; C -0.259; C 0.546; C -0.559; C -0.840; N 0.329; C -1.265; C -1.036; N 0.748; C -1.272; H 0.462; H 0.636; H 0.477; H 0.445

***

2.
This record from OMol25 describes a molecular structure, C49H50Co2N3O7 at a distorted geometry. The level of theory is ωB97M-V/def2-TZVPD.

Atoms and positions in Å:
C (-3.091, 5.210, -3.180)
O (-1.654, 5.190, -3.348)
C (-0.947, 4.275, -2.631)
C (-1.543, 3.383, -1.707)
C (-0.779, 2.384, -1.133)
C (0.575, 2.211, -1.490)
C (1.310, 1.077, -1.011)
N (2.409, 0.599, -1.724)
C (2.692, 0.701, -3.131)
C (4.011, 0.958, -3.545)
C (5.186, 1.087, -2.576)
C (5.744, 2.508, -2.572)
C (6.280, 0.064, -2.882)
C (4.276, 1.139, -4.904)
C (3.261, 1.024, -5.850)
C (1.975, 0.673, -5.449)
C (1.679, 0.478, -4.098)
C (0.305, -0.100, -3.752)
C (0.267, -1.609, -3.989)
C (-0.817, 0.638, -4.480)
N (3.120, -0.269, -0.963)
N (2.368, -0.480, 0.132)
C (2.836, -1.359, 1.174)
C (3.971, -1.011, 1.924)
C (4.711, 0.307, 1.668)
C (6.224, 0.205, 1.861)
C (4.119, 1.430, 2.509)
C (4.364, -1.865, 2.952)
C (3.664, -3.044, 3.211)
C (2.569, -3.396, 2.427)
C (2.154, -2.564, 1.385)
C (1.000, -2.983, 0.468)
C (-0.300, -3.044, 1.248)
C (1.292, -4.276, -0.294)
C (1.227, 0.347, 0.178)
C (0.308, 0.285, 1.213)
C (1.186, 3.186, -2.332)
C (0.447, 4.197, -2.892)
H (-3.411, 6.048, -3.797)
H (-3.537, 4.273, -3.541)
H (-3.368, 5.377, -2.130)
H (-2.609, 3.457, -1.473)
H (-1.225, 1.681, -0.434)
H (4.799, 0.852, -1.581)
H (4.947, 3.237, -2.384)
H (6.502, 2.612, -1.788)
H (6.205, 2.743, -3.541)
H (5.861, -0.948, -2.894)
H (6.743, 0.266, -3.856)
H (7.054, 0.108, -2.108)
H (5.300, 1.373, -5.208)
H (3.476, 1.190, -6.906)
H (1.188, 0.524, -6.194)
H (0.140, 0.057, -2.683)
H (1.065, -2.100, -3.418)
H (-0.694, -2.022, -3.659)
H (0.410, -1.844, -5.052)
H (-0.691, 1.722, -4.377)
H (-0.837, 0.384, -5.548)
H (-1.786, 0.369, -4.040)
H (4.536, 0.537, 0.608)
H (6.637, -0.622, 1.273)
H (6.703, 1.132, 1.523)
H (6.482, 0.055, 2.916)
H (3.041, 1.516, 2.330)
H (4.277, 1.226, 3.576)
H (4.593, 2.386, 2.264)
H (5.227, -1.596, 3.563)
H (3.980, -3.690, 4.030)
H (2.023, -4.323, 2.613)
H (0.895, -2.191, -0.280)
H (-0.486, -2.075, 1.720)
H (-1.148, -3.261, 0.588)
H (-0.253, -3.804, 2.037)
H (2.218, -4.166, -0.871)
H (1.400, -5.124, 0.391)
H (0.477, -4.485, -0.995)
H (0.455, -0.444, 2.003)
H (-0.420, 1.079, 1.263)
H (2.254, 3.125, -2.544)
H (0.889, 4.925, -3.572)
O (-5.131, -2.899, 0.479)
C (-4.655, -2.475, 1.446)
Co (-3.940, -1.822, 2.887)
C (-2.936, -3.171, 3.412)
O (-2.354, -4.131, 3.699)
C (-3.047, -0.448, 2.336)
O (-2.545, 0.507, 1.912)
C (-5.497, -0.880, 3.794)
C (-6.407, -0.226, 2.849)
C (-5.975, 0.870, 2.075)
C (-6.770, 1.360, 1.044)
C (-8.034, 0.810, 0.803)
C (-8.504, -0.226, 1.618)
C (-7.708, -0.735, 2.645)
C (-5.705, -1.997, 4.664)
C (-6.175, -3.251, 4.640)
Co (-4.724, -0.757, 5.407)
C (-3.868, 0.771, 5.198)
O (-3.313, 1.764, 5.005)
C (-3.414, -1.852, 5.992)
O (-2.555, -2.525, 6.371)
C (-5.683, -0.496, 6.895)
O (-6.296, -0.271, 7.850)
H (-4.993, 1.300, 2.270)
H (-6.391, 2.170, 0.422)
H (-8.651, 1.187, -0.017)
H (-9.494, -0.652, 1.457)
H (-8.063, -1.556, 3.270)
H (-6.259, -3.786, 5.590)
H (-6.619, -3.698, 3.746)

Summary:
Net charge: -1
HOMO level: -3.7 eV
Multiplicity: 1
HOMO-LUMO gap: 5.50 eV

Mulliken atomic charge list, values in e, 99 entries: C -0.821; O -0.464; C 0.955; C -0.775; C -1.500; C 1.035; C -0.902; N 1.418; C -0.298; C 0.703; C 1.449; C -1.407; C -1.690; C -0.344; C -1.503; C -0.453; C 0.482; C 1.326; C -1.696; C -1.675; N -1.767; N 2.065; C -0.940; C 0.503; C 1.964; C -1.789; C -1.410; C -0.391; C -1.481; C -0.338; C 0.400; C 2.195; C -1.392; C -1.821; C 1.402; C -2.753; C -0.065; C -0.908; H 0.233; H 0.334; H 0.317; H 0.442; H 0.662; H -0.632; H 0.317; H 0.408; H 0.324; H 0.393; H 0.319; H 0.440; H 0.345; H 0.343; H 0.289; H -0.118; H 0.369; H 0.423; H 0.344; H 0.312; H 0.408; H 0.392; H -0.766; H 0.409; H 0.411; H 0.387; H 0.309; H 0.320; H 0.357; H 0.232; H 0.349; H 0.380; H -0.630; H 0.026; H 0.487; H 0.276; H 0.435; H 0.338; H 0.438; H 0.575; H 0.824; H 0.454; H 0.416; O -0.435; C -0.168; Co 1.228; C -0.179; O -0.412; C -0.264; O -0.409; C 1.517; C 0.553; C -0.209; C -0.640; C -0.447; C -0.594; C -0.517; C -0.578; C -0.913; Co -0.065; C 0.301